C40H41BF2O3P2S5Sn | the ωB97M-V functional and the def2-TZVPD basis

```
95
Properties=species:S:1:pos:R:3:forces:R:3
Sn 0.11326 -0.28261 0.46015 0.6 -0.2 -0.2
S -0.14805 2.25473 -2.62914 -0.3 0.3 -0.1
P 1.53849 1.36513 -2.06986 0.7 -1.2 0.5
C 1.91694 0.87226 -0.45667 -0.8 1.3 -0.4
P 2.51025 2.11023 0.63039 0.5 -0.6 -0.2
S 1.62571 2.35664 2.36921 -0.3 -0.1 0.4
C 4.21195 1.44915 0.94982 0.0 0.0 0.1
C 5.43660 1.97369 0.54859 -0.2 -0.1 0.1
C 6.61432 1.28390 0.81223 0.1 0.0 0.0
C 6.58129 0.06313 1.46347 0.1 -0.1 -0.1
C 5.35844 -0.48674 1.83332 0.0 0.0 0.0
C 4.18466 0.19857 1.57676 0.1 0.1 0.0
C 2.85243 3.84009 0.09288 -0.1 -0.1 0.0
C 3.81546 4.55915 0.80520 -0.1 0.0 -0.1
C 4.06996 5.88400 0.49744 0.1 0.0 0.1
C 3.33440 6.52508 -0.49056 -0.1 0.1 0.0
C 2.31213 5.84506 -1.13127 0.0 0.1 0.0
C 2.06631 4.51142 -0.83527 0.1 -0.1 0.0
C 1.70897 -0.15878 -3.09014 -0.1 0.1 -0.1
C 1.04559 -0.26923 -4.30641 0.0 -0.1 -0.1
C 1.25467 -1.36963 -5.12482 0.0 0.1 0.0
C 2.15746 -2.35158 -4.74510 0.0 -0.1 -0.1
C 2.82281 -2.24484 -3.53278 0.1 -0.1 0.0
C 2.59442 -1.15954 -2.70206 0.0 0.0 -0.1
C 2.98840 2.21006 -2.83793 -0.2 0.2 -0.1
C 4.26865 1.78484 -2.50307 0.0 0.1 0.0
C 5.37521 2.35134 -3.11598 0.0 0.0 0.0
C 5.20667 3.32320 -4.09241 0.1 0.1 0.0
C 3.92965 3.72760 -4.45245 0.0 0.0 0.0
C 2.82399 3.17735 -3.82133 0.0 0.0 0.0
H 5.47923 2.91300 0.01431 0.0 0.0 0.0
H 7.56053 1.70699 0.49235 0.0 0.0 0.0
H 7.50321 -0.47169 1.66236 0.0 0.0 0.0
H 5.32451 -1.45781 2.31473 0.0 0.1 0.0
H 3.21978 -0.22356 1.83321 0.1 -0.1 0.1
H 4.33566 4.07150 1.61856 0.1 0.1 0.0
H 4.83465 6.42950 1.03829 0.0 0.0 0.0
H 3.53738 7.56318 -0.72798 0.0 0.0 0.0
H 1.69637 6.35941 -1.86026 0.0 -0.1 0.0
H 1.24543 3.99323 -1.31291 0.0 0.0 -0.1
H 0.35658 0.51173 -4.60186 0.0 0.0 0.1
H 0.70950 -1.46153 -6.05749 0.0 0.0 0.0
H 2.33180 -3.20581 -5.39005 0.0 0.0 0.0
H 3.51576 -3.01856 -3.22571 0.0 0.0 0.0
H 3.08203 -1.09067 -1.73697 0.0 0.1 0.0
H 4.39091 1.01718 -1.75123 0.0 0.0 0.0
H 6.37193 2.02926 -2.83630 0.0 0.0 0.0
H 6.07097 3.77305 -4.56745 0.0 0.0 0.0
H 3.79197 4.47037 -5.23047 0.0 0.0 0.0
H 1.81979 3.49435 -4.07783 0.0 0.0 0.0
C -6.15600 0.67687 0.12390 -0.1 -0.4 0.0
C -5.47371 1.18172 1.39756 0.5 0.2 -0.1
S -3.66250 1.53913 1.44371 -0.2 0.1 0.1
C -3.20413 2.01331 -0.24857 -0.3 -0.2 0.2
C -3.17742 0.85822 -1.26185 0.0 -0.3 0.1
S -3.18303 -0.74566 -0.40114 0.1 -0.3 -0.4
C -4.03118 -1.74739 -1.63955 0.0 0.3 0.2
C -5.52235 -1.41647 -1.72718 -0.1 0.0 0.4
S -6.32556 -1.14115 -0.10588 -0.1 0.1 -0.1
H -5.67306 1.06899 -0.76642 -0.1 0.1 0.0
H -7.18860 1.03151 0.14270 0.1 0.1 -0.1
H -5.60749 0.47324 2.21573 -0.1 0.0 0.0
H -5.96074 2.11935 1.67489 -0.1 -0.1 0.0
H -2.19718 2.41526 -0.12937 0.0 0.1 0.0
H -3.86797 2.81774 -0.56973 0.1 0.0 -0.1
H -2.27413 0.90725 -1.86708 0.0 0.2 0.0
H -4.03907 0.89461 -1.93134 0.0 0.0 0.0
H -3.87920 -2.76831 -1.28989 0.0 -0.1 -0.1
H -3.55292 -1.62837 -2.61360 0.0 -0.1 0.0
H -6.08241 -2.23510 -2.18406 0.0 0.0 -0.1
H -5.70700 -0.51620 -2.31361 0.0 -0.1 -0.1
C 5.35207 -4.17740 3.30535 0.1 0.0 0.0
O 4.21331 -4.92149 3.65971 -0.1 0.0 0.0
C 2.98841 -4.39067 3.32364 0.0 0.0 0.0
C 1.88491 -5.09274 3.81096 0.0 -0.3 0.2
C 0.62535 -4.62837 3.50424 0.1 0.2 -0.1
C 0.41378 -3.49811 2.71447 0.5 0.3 -0.2
C -0.97361 -3.19225 2.32793 -0.2 0.0 -0.2
C -1.96710 -2.92287 3.43582 -0.1 0.0 -0.1
O -1.32611 -3.16358 1.16700 -0.2 0.1 -0.1
C 1.53436 -2.75478 2.21808 0.2 0.3 0.2
O 1.53298 -1.63210 1.57228 -0.6 -0.5 0.0
C 2.82109 -3.25866 2.56636 0.2 -0.1 -0.1
H 6.20670 -4.74296 3.67648 0.0 0.0 0.0
H 5.34336 -3.18607 3.76988 0.0 0.0 0.0
H 5.44495 -4.06313 2.22086 0.0 0.0 0.0
H 2.04054 -5.98388 4.40359 0.0 0.0 0.0
H -0.23890 -5.18729 3.84830 0.0 0.0 0.1
H -1.71506 -3.45947 4.34904 0.0 0.0 0.0
H -2.97620 -3.16341 3.10283 0.0 0.0 0.0
H -1.92030 -1.84941 3.63962 0.0 0.0 0.0
H 3.65890 -2.69864 2.17423 -0.1 0.0 0.0
F 0.88842 -3.14840 -1.00788 0.2 0.1 0.1
B 0.15746 -2.02913 -1.18076 -0.1 -0.1 0.2
F -0.65253 -2.18470 -2.25483 -0.1 0.2 0.0
```
Forces are in eV/Å.

Properties
* energy relative to the best compared isomer or geometry (same formula, charge and spin): 102.2 kJ/mol
* E_LUMO: 3.7727 eV
* E: -132989.5139 eV
* gap between HOMO and LUMO: 4.98 eV
* max |F|: 1.6 eV/Å
* net charge: -2
* E_HOMO: -1.21 eV

Formally, the Löwdin partial charges of the atoms, in units of the elementary charge, are as follows: 1.01 0.27 0.35 -0.70 0.31 0.16 -0.32 -0.12 -0.11 -0.12 -0.08 -0.09 -0.34 -0.13 -0.10 -0.12 -0.09 -0.10 -0.35 -0.11 -0.10 -0.11 -0.09 -0.11 -0.32 -0.09 -0.09 -0.11 -0.10 -0.11 0.09 0.09 0.09 0.06 0.07 0.10 0.09 0.09 0.10 0.02 0.06 0.09 0.09 0.10 0.11 0.09 0.10 0.09 0.09 0.06 -0.53 -0.53 0.77 -0.54 -0.52 0.74 -0.52 -0.55 0.80 0.04 0.05 0.06 0.05 0.05 0.07 -0.01 0.06 0.07 0.08 0.06 0.06 -0.12 -0.10 -0.29 -0.06 -0.06 -0.11 -0.42 0.00 0.04 -0.32 -0.27 0.06 0.08 0.09 0.09 0.10 0.11 0.07 0.08 0.09 0.08 0.12 -0.76 0.10


C40H41Cl2F4IO3 | the ωB97M-V functional and the def2-TZVPD basis

```
91
Properties=species:S:1:pos:R:3:forces:R:3
C 1.35739 2.74914 1.75232 -0.1 -0.1 -0.4
C 0.85402 1.68192 2.71273 -0.7 0.1 -0.4
Cl 1.32951 1.99525 4.40281 0.3 -0.1 -0.3
C -0.71665 1.60669 2.51072 0.5 0.5 0.6
Cl -1.68119 1.57671 4.03782 0.2 -0.1 -0.6
C -1.07436 0.51321 1.54811 -0.1 1.1 -0.3
C -0.95942 -0.78738 1.75921 0.6 -0.3 0.3
C -0.44812 -1.33783 3.07296 -0.3 -1.1 -0.2
C -0.05041 -2.83006 3.02528 -0.2 0.0 1.1
C -1.20322 -3.80596 3.34277 0.5 -0.2 -0.9
I -1.26682 -4.36283 5.42121 -0.2 0.2 -0.3
C -1.35590 -1.67574 0.62013 0.3 1.8 -0.8
O -1.66392 -2.80764 0.76412 -0.6 -2.7 0.6
C -1.40834 -1.13581 -0.77810 0.4 -1.1 -0.6
C -1.39093 -2.07210 -1.97279 -0.4 0.5 -0.3
C -0.32690 -1.62586 -2.99897 0.4 -0.6 1.2
C 1.06514 -1.74417 -2.30902 0.0 -0.6 -0.9
C 2.02668 -2.68265 -3.09177 -0.5 0.5 0.6
O 2.86452 -3.41212 -2.21190 0.5 0.0 0.0
C -1.50194 0.15330 -0.97695 0.2 1.1 1.1
C -1.55438 1.03032 0.22300 0.3 -1.5 -0.8
O -1.97147 2.13641 0.09485 -0.6 2.2 0.2
H 2.43947 2.73898 1.61488 0.0 0.1 0.3
H 0.99846 3.74836 2.00837 0.2 -0.1 0.2
H 0.91839 2.51683 0.77239 0.1 0.0 0.1
H 1.26307 0.72848 2.38354 0.2 0.0 0.4
H -0.98836 2.55797 2.05855 -0.2 -0.1 0.1
H 0.41148 -0.78621 3.45432 -0.1 0.3 -0.3
H -1.22849 -1.18930 3.82859 0.0 -0.1 0.0
H 0.43991 -3.09894 2.08747 -0.2 0.1 0.0
H 0.68848 -3.00783 3.81118 0.2 0.2 -0.2
H -1.01332 -4.72930 2.79720 -0.1 -0.1 0.3
H -2.16089 -3.44679 2.97630 -0.1 0.1 0.5
H -2.37981 -1.99353 -2.43856 0.0 -0.3 0.1
H -1.23054 -3.11177 -1.68694 0.0 0.1 0.1
H -0.50491 -0.60769 -3.33929 -0.1 -0.1 -0.2
H -0.37885 -2.33105 -3.82897 0.0 0.3 -0.2
H 1.52293 -0.76548 -2.18944 0.0 -0.1 0.1
H 0.96518 -2.19284 -1.31331 -0.2 0.2 0.0
H 2.65009 -2.03939 -3.71547 0.3 -0.4 -0.1
H 1.47694 -3.38082 -3.73637 -0.1 0.2 0.0
H 2.32415 -3.84938 -1.54246 0.0 0.1 -0.2
H -1.55485 0.62160 -1.94828 -0.2 0.1 0.0
F 4.38517 5.94924 1.05848 0.0 -0.1 0.0
C 3.37977 6.84784 1.04563 -0.3 0.3 0.0
C 2.45980 6.84466 2.07529 0.0 -0.2 0.2
C 1.42772 7.77145 2.06356 0.1 0.1 -0.2
C 1.32362 8.68135 1.01968 -0.1 0.1 0.0
C 2.25483 8.66759 -0.01024 -0.1 -0.1 0.1
C 3.29455 7.74838 0.00270 0.2 0.0 -0.2
H 2.55369 6.12222 2.87644 0.0 0.0 0.0
H 0.70449 7.78320 2.86837 0.0 0.0 0.0
H 0.51559 9.40139 1.00957 0.0 0.0 0.0
H 2.17170 9.37373 -0.82593 0.0 0.0 0.0
H 4.03456 7.72765 -0.78697 0.0 0.0 0.0
F 1.39124 1.48847 -2.69164 -0.1 0.0 0.0
C 2.59320 2.10389 -2.68998 0.4 0.2 0.0
C 2.84095 3.08943 -1.75516 -0.2 0.0 0.2
C 4.07758 3.71812 -1.74904 0.1 0.0 -0.1
C 5.04288 3.36062 -2.68140 0.1 0.0 0.0
C 4.77397 2.37056 -3.61708 0.0 0.1 0.1
C 3.54190 1.73191 -3.62047 -0.1 -0.2 -0.2
H 2.07230 3.35898 -1.04264 0.0 0.0 0.0
H 4.28768 4.48761 -1.01670 0.0 0.0 0.0
H 6.00578 3.85486 -2.67777 0.0 0.0 0.0
H 5.52457 2.09462 -4.34598 0.0 0.0 0.0
H 3.31623 0.95187 -4.33646 0.0 0.0 0.0
F -7.44552 -2.42540 6.67863 0.0 0.0 0.0
C -6.35587 -1.72983 6.29975 0.3 0.2 -0.1
C -6.50449 -0.66750 5.42938 -0.2 0.1 -0.1
C -5.38136 0.05009 5.04413 0.1 -0.1 0.1
C -4.12760 -0.30801 5.52368 0.1 0.1 0.0
C -3.99784 -1.37981 6.39424 -0.1 0.1 -0.1
C -5.11868 -2.09544 6.79095 0.0 -0.2 0.2
H -7.48890 -0.40950 5.06067 0.0 0.0 0.0
H -5.48344 0.88939 4.36790 0.0 0.0 0.0
H -3.25410 0.25407 5.21506 -0.2 -0.2 0.1
H -3.02303 -1.65999 6.76517 0.0 0.0 0.0
H -5.03755 -2.93017 7.47540 0.0 0.0 0.0
F -1.80663 -4.31379 -4.55231 0.0 0.1 0.1
C -1.16994 -5.18259 -5.36288 0.2 -0.3 -0.2
C -1.48679 -5.20626 -6.70629 -0.2 0.2 -0.1
C -0.82558 -6.09786 -7.53847 0.1 -0.1 0.1
C 0.13275 -6.95711 -7.01696 0.0 -0.1 -0.1
C 0.43506 -6.92203 -5.66261 -0.1 0.1 -0.1
C -0.21619 -6.02536 -4.82775 0.1 0.0 0.3
H -2.24210 -4.53368 -7.09171 0.0 0.0 0.0
H -1.05864 -6.12253 -8.59483 0.0 0.0 0.0
H 0.64415 -7.65442 -7.66789 0.0 0.0 0.0
H 1.17890 -7.59382 -5.25488 0.0 0.0 0.0
H 0.01129 -5.97715 -3.77036 0.0 0.0 0.0
```
Forces are in eV/Å.

Properties
* E_LUMO: -1.2426 eV
* E: -92301.7302 eV
* gap between HOMO and LUMO: 7.82 eV
* SMILES: C[C@@H](Cl)[C@H](Cl)C1=C(CCCI)C(=O)C(CCCCO)=CC1=O.Fc1ccccc1.Fc1ccccc1.Fc1ccccc1.Fc1ccccc1
* max |F|: 2.8 eV/Å
* E_HOMO: -9.07 eV

Formally, the Löwdin partial charges of the atoms, in units of the elementary charge, are as follows: -0.12 -0.73 0.61 -0.60 0.68 -0.13 -0.06 -0.12 -0.29 -0.65 0.76 -0.28 0.14 -0.13 -0.14 -0.17 -0.15 -0.25 -0.07 0.07 -0.33 0.13 0.09 0.09 0.07 0.09 0.08 0.10 0.11 0.11 0.07 0.04 0.04 0.13 0.12 0.10 0.09 0.09 0.10 0.11 0.10 0.08 0.13 0.05 -0.29 -0.02 -0.08 -0.09 -0.08 -0.02 0.12 0.11 0.10 0.11 0.12 0.04 -0.28 -0.01 -0.07 -0.09 -0.08 -0.02 0.10 0.09 0.10 0.11 0.12 0.06 -0.29 -0.02 -0.08 -0.11 -0.09 -0.02 0.12 0.11 0.00 0.08 0.12 0.05 -0.29 -0.02 -0.08 -0.10 -0.08 -0.02 0.12 0.11 0.10 0.11 0.12